No. 1
A 2-piece molecular cluster, C4H12N2O2 overall. Source: the OMol25 dataset; level of theory: ωB97M-V/def2-TZVPD.

```
! wB97M-V def2-TZVPD RIJCOSX def2/J DEFGRID3
* xyz 0 1
C 1.27 0.62 0.70
C 0.33 1.06 -0.44
C -0.86 0.09 -0.62
C -0.32 -1.30 -0.80
N 0.16 -1.58 -2.05
O -0.31 -2.17 0.05
N -0.35 2.33 -0.08
H 0.75 0.47 1.62
H 2.11 1.33 0.80
H 1.74 -0.41 0.51
H 0.85 1.28 -1.40
H -1.50 0.15 0.27
H -1.56 0.42 -1.44
H 0.47 -2.52 -2.24
H 0.30 -0.89 -2.77
H 0.19 3.18 -0.20
H -0.63 2.27 0.88
H -0.60 -1.53 1.68
H -1.04 -1.75 3.10
O -1.02 -1.05 2.43
*
```

LUMO = 0.830 eV
gap between HOMO and LUMO = 10.11 eV
largest force on an atom = 2.698 eV/A
energy relative to the best compared isomer or geometry (same formula, charge and spin) = 0.7217 eV


No. 2
A 3-piece molecular cluster, C4H12N2O2 overall. Source: the OMol25 dataset; level of theory: ωB97M-V/def2-TZVPD.

```
! wB97M-V def2-TZVPD RIJCOSX def2/J DEFGRID3
* xyz 0 1
O 3.35 -0.52 -0.20
C 2.47 0.21 0.24
C 0.98 -0.16 0.08
C 0.09 0.24 1.37
C -1.40 0.30 1.07
N -1.47 1.25 -0.11
N 0.72 -1.43 -0.38
H 2.63 1.19 0.74
H 0.68 0.62 -0.77
H 0.53 1.20 1.76
H 0.28 -0.58 2.19
H -1.96 0.58 1.97
H -1.73 -0.73 0.71
H -1.29 0.66 -0.98
H -2.42 1.53 -0.20
H 1.43 -2.10 -0.65
H -0.13 -1.44 -0.98
H 0.57 1.01 -1.57
H -2.05 -1.06 -2.34
O -1.28 -0.77 -1.93
*
```

LUMO = -2.400 eV
gap between HOMO and LUMO = 5.88 eV
largest force on an atom = 5.936 eV/A
energy relative to the best compared isomer or geometry (same formula, charge and spin) = 7.7902 eV


No. 3
A 2-piece molecular cluster, C4H12N2O2 overall. Source: the OMol25 dataset; level of theory: ωB97M-V/def2-TZVPD.

```
! wB97M-V def2-TZVPD RIJCOSX def2/J DEFGRID3
* xyz 0 1
O 0.86 -3.02 -0.06
C -0.18 -2.96 -0.69
O -0.33 -3.49 -1.90
C -1.47 -2.36 -0.14
H 0.51 -3.96 -2.00
H -2.27 -3.13 0.08
H -1.84 -1.57 -0.89
H -1.33 -1.74 0.77
C -0.49 2.38 -0.61
N 0.34 2.66 0.59
C 1.42 1.66 0.79
N 1.05 0.56 1.68
H -1.23 3.14 -0.85
H 0.17 2.32 -1.49
H -0.94 1.39 -0.52
H 0.80 3.55 0.41
H 2.21 2.20 1.30
H 1.79 1.29 -0.17
H 0.65 0.96 2.50
H 0.28 0.11 1.20
*
```

LUMO = 0.670 eV
gap between HOMO and LUMO = 9.81 eV
largest force on an atom = 2.763 eV/A
energy relative to the best compared isomer or geometry (same formula, charge and spin) = 1.7448 eV


No. 4
One molecule with the formula C4H12N2O2. Source: the OMol25 dataset; level of theory: ωB97M-V/def2-TZVPD.

```
! wB97M-V def2-TZVPD RIJCOSX def2/J DEFGRID3
* xyz 0 1
C -0.31 0.54 0.55
C -2.64 0.08 0.62
C 0.13 -0.96 -1.36
C 0.63 1.70 0.20
N 0.12 -0.78 0.09
N 2.53 -0.99 -0.14
O 1.38 -1.09 0.72
O -1.62 0.89 0.06
H -0.38 0.52 1.64
H 3.18 -0.52 0.47
H 2.82 -1.97 -0.16
H -2.62 -0.93 0.18
H -3.61 0.53 0.38
H -2.55 0.01 1.71
H -0.90 -0.94 -1.75
H 0.53 -1.94 -1.63
H 0.69 -0.19 -1.90
H 1.46 1.76 0.92
H 1.07 1.62 -0.80
H 0.09 2.66 0.21
*
```

LUMO = 1.022 eV
gap between HOMO and LUMO = 9.56 eV
largest force on an atom = 1.424 eV/A
energy relative to the best compared isomer or geometry (same formula, charge and spin) = 5.3312 eV


Q: energy relative to the best compared isomer or geometry (same formula, charge and spin) of number 3 (C4H12N2O2)?
A: 1.7448 eV


Repeat the first record exactly.
A 2-piece molecular cluster, C4H12N2O2 overall. Source: the OMol25 dataset; level of theory: ωB97M-V/def2-TZVPD.

```
! wB97M-V def2-TZVPD RIJCOSX def2/J DEFGRID3
* xyz 0 1
C 1.27 0.62 0.70
C 0.33 1.06 -0.44
C -0.86 0.09 -0.62
C -0.32 -1.30 -0.80
N 0.16 -1.58 -2.05
O -0.31 -2.17 0.05
N -0.35 2.33 -0.08
H 0.75 0.47 1.62
H 2.11 1.33 0.80
H 1.74 -0.41 0.51
H 0.85 1.28 -1.40
H -1.50 0.15 0.27
H -1.56 0.42 -1.44
H 0.47 -2.52 -2.24
H 0.30 -0.89 -2.77
H 0.19 3.18 -0.20
H -0.63 2.27 0.88
H -0.60 -1.53 1.68
H -1.04 -1.75 3.10
O -1.02 -1.05 2.43
*
```

LUMO = 0.830 eV
gap between HOMO and LUMO = 10.11 eV
largest force on an atom = 2.698 eV/A
energy relative to the best compared isomer or geometry (same formula, charge and spin) = 0.7217 eV


Repeat the third record exactly.
A 2-piece molecular cluster, C4H12N2O2 overall. Source: the OMol25 dataset; level of theory: ωB97M-V/def2-TZVPD.

```
! wB97M-V def2-TZVPD RIJCOSX def2/J DEFGRID3
* xyz 0 1
O 0.86 -3.02 -0.06
C -0.18 -2.96 -0.69
O -0.33 -3.49 -1.90
C -1.47 -2.36 -0.14
H 0.51 -3.96 -2.00
H -2.27 -3.13 0.08
H -1.84 -1.57 -0.89
H -1.33 -1.74 0.77
C -0.49 2.38 -0.61
N 0.34 2.66 0.59
C 1.42 1.66 0.79
N 1.05 0.56 1.68
H -1.23 3.14 -0.85
H 0.17 2.32 -1.49
H -0.94 1.39 -0.52
H 0.80 3.55 0.41
H 2.21 2.20 1.30
H 1.79 1.29 -0.17
H 0.65 0.96 2.50
H 0.28 0.11 1.20
*
```

LUMO = 0.670 eV
gap between HOMO and LUMO = 9.81 eV
largest force on an atom = 2.763 eV/A
energy relative to the best compared isomer or geometry (same formula, charge and spin) = 1.7448 eV


Q: Number 1 is which compound?
A: C4H12N2O2